1.
Entry from OMol25: 6 unconnected molecules or ions with the total composition C80H58FN2O12 at a distorted geometry (ωB97M-V/def2-TZVPD).

Element x y z (Å)
C 1.5109 5.1609 3.6615
C 0.4907 4.4985 4.5661
C 0.5285 2.9800 4.5229
C 1.6520 2.3677 5.3607
C 2.6114 1.5017 4.5479
C 2.9608 2.0463 3.1635
N 4.4277 2.4606 3.1959
C 4.6927 2.6252 4.6751
C 4.0257 1.3483 5.1426
C 4.1651 0.9992 6.5988
O 3.3491 1.2941 7.4531
N 5.2985 0.2087 6.9247
C 6.4553 0.4915 6.1669
O 6.7788 -0.0818 5.1473
F 7.1451 1.5432 6.6109
H 2.5246 5.1182 4.0507
H 1.2697 6.2096 3.5774
H 1.4830 4.7577 2.6571
H -0.4870 4.7880 4.2088
H 0.5732 4.8548 5.5805
H -0.4106 2.6343 4.9265
H 0.5404 2.6303 3.5008
H 2.2058 3.1160 5.9111
H 1.2244 1.7349 6.1167
H 2.2117 0.5020 4.5046
H 2.7496 1.3238 2.3935
H 2.4197 2.9301 2.8674
H 5.0024 1.6817 2.8850
H 4.5457 3.3010 2.6457
H 4.0879 3.4759 4.9413
H 5.7384 2.7594 4.8741
H 4.5434 0.5597 4.6006
H 5.4600 0.2957 7.9207
C -4.2838 5.7282 0.1106
C -4.5676 6.4763 -1.0298
C -3.6791 6.4945 -2.0947
C -2.4962 5.7694 -2.0232
C -2.1970 5.0546 -0.8635
C -3.0927 5.0313 0.1936
C -0.9379 4.2803 -0.7424
O -0.6983 3.6358 0.2623
C -0.0044 4.2697 -1.8937
C 1.1723 3.5421 -1.7936
C 2.0357 3.4741 -2.8685
C 1.7279 4.1345 -4.0513
C 0.5650 4.8817 -4.1543
C -0.3084 4.9514 -3.0749
C -1.5709 5.7407 -3.1962
O -1.8529 6.3126 -4.2247
H -4.9885 5.6976 0.9305
H -5.4908 7.0358 -1.0922
H -3.9065 7.0579 -2.9882
H -2.8543 4.4515 1.0742
H 1.3983 3.0179 -0.8759
H 2.9479 2.8968 -2.7947
H 2.4031 4.0657 -4.8933
H 0.3217 5.3948 -5.0734
C 4.6042 -2.9596 -3.9242
C 3.7616 -1.9046 -3.5886
C 4.0345 -0.6282 -4.0510
C 5.1538 -0.3979 -4.8428
C 6.0072 -1.4552 -5.1638
C 5.7233 -2.7363 -4.7084
C 7.2333 -1.2266 -5.9804
O 7.9723 -2.1437 -6.2641
C 7.5274 0.1635 -6.4325
C 8.6885 0.4091 -7.1523
C 8.9715 1.6909 -7.5910
C 8.0919 2.7333 -7.3188
C 6.9352 2.4959 -6.5975
C 6.6515 1.2138 -6.1455
C 5.4190 0.9797 -5.3460
O 4.6443 1.8824 -5.0983
H 4.3850 -3.9581 -3.5699
H 2.8915 -2.0841 -2.9699
H 3.3790 0.1940 -3.8013
H 6.3815 -3.5526 -4.9696
H 9.3668 -0.4046 -7.3650
H 9.8782 1.8804 -8.1488
H 8.3124 3.7324 -7.6690
H 6.2501 3.3027 -6.3810
C 0.4965 -5.5226 -5.4595
C 0.5901 -4.1956 -5.0534
C 1.4356 -3.8446 -4.0159
C 2.1850 -4.8218 -3.3732
C 2.0749 -6.1577 -3.7677
C 1.2359 -6.5015 -4.8183
C 2.8342 -7.2284 -3.0631
O 2.7460 -8.3867 -3.4046
C 3.7014 -6.8344 -1.9149
C 4.3774 -7.8194 -1.2078
C 5.1954 -7.4707 -0.1474
C 5.3481 -6.1344 0.2076
C 4.6733 -5.1486 -0.4910
C 3.8422 -5.4941 -1.5491
C 3.1000 -4.4243 -2.2716
O 3.2280 -3.2555 -1.9610
H -0.1591 -5.7928 -6.2758
H 0.0027 -3.4352 -5.5495
H 1.5153 -2.8141 -3.6992
H 1.1624 -7.5344 -5.1267
H 4.2584 -8.8556 -1.4902
H 5.7182 -8.2400 0.4042
H 5.9938 -5.8645 1.0323
H 4.7859 -4.1087 -0.2182
C 0.4493 -4.4773 0.7032
C -0.6873 -5.0679 1.2476
C -1.8828 -4.3700 1.2906
C -1.9474 -3.0747 0.7942
C -0.8006 -2.4774 0.2638
C 0.3940 -3.1828 0.2155
C -0.8324 -1.0799 -0.2440
O 0.1630 -0.5619 -0.7088
C -2.1154 -0.3325 -0.1587
C -2.1538 0.9811 -0.5911
C -3.3319 1.7024 -0.5273
C -4.4891 1.1102 -0.0330
C -4.4584 -0.2079 0.3985
C -3.2722 -0.9327 0.3418
C -3.2459 -2.3401 0.8299
O -4.2552 -2.8693 1.2475
H 1.3808 -5.0281 0.6647
H -0.6390 -6.0754 1.6377
H -2.7685 -4.8269 1.7081
H 1.2770 -2.7200 -0.2049
H -1.2543 1.4404 -0.9753
H -3.3322 2.7251 -0.8671
H -5.4120 1.6730 0.0156
H -5.3521 -0.6761 0.7850
C -12.8052 1.9234 3.8255
C -13.1619 1.0574 4.8538
C -12.4271 -0.0930 5.0802
C -11.3372 -0.3891 4.2728
C -10.9906 0.4708 3.2279
C -11.7230 1.6311 3.0145
C -9.8507 0.1535 2.3230
O -9.5407 0.9054 1.4213
C -9.1032 -1.1137 2.5534
C -8.0719 -1.4581 1.6900
C -7.3525 -2.6229 1.8946
C -7.6602 -3.4481 2.9716
C -8.6919 -3.1153 3.8323
C -9.4220 -1.9521 3.6233
C -10.5472 -1.6242 4.5426
O -10.8154 -2.3418 5.4822
H -13.3772 2.8254 3.6554
H -14.0146 1.2828 5.4796
H -12.6965 -0.7669 5.8807
H -11.4447 2.2976 2.2108
H -7.8389 -0.8100 0.8566
H -6.5531 -2.8869 1.2224
H -7.0933 -4.3545 3.1355
H -8.9377 -3.7556 4.6673

Computed properties:
LUMO energy in eV: -3.1
HOMO energy in eV: -10.726
Net charge: +1

=====

2.
Entry from OMol25: a molecular structure, C19H18N6S2Tl (ωB97M-V/def2-TZVPD).

Element x y z (Å)
Tl -0.6642 -0.8635 0.2174
C -1.9420 4.8284 0.1427
C -1.6848 4.1944 1.4539
N -2.0056 4.6914 2.6075
N -1.6444 3.7457 3.5151
C -1.1397 2.6299 2.9249
S -0.7154 1.2372 3.6818
N -1.1197 2.9514 1.5841
N -0.6796 2.1223 0.5748
H -2.3325 5.8274 0.3040
H -2.6719 4.2353 -0.4102
H -1.0373 4.8874 -0.4597
H -1.8601 3.8512 4.4919
H 0.1685 2.4665 0.1290
H -1.4087 1.9972 -0.1681
C 2.9042 0.1733 3.0640
C 3.4299 -1.0863 3.3114
C 3.1354 -2.1104 2.4405
C 2.2972 -1.8796 1.3352
N 1.6956 -0.6835 1.1946
C 2.0122 0.3038 2.0155
C 2.0505 -2.8961 0.3125
C 2.9641 -3.9449 0.1479
C 2.7615 -4.8962 -0.8294
C 1.6351 -4.8105 -1.6379
C 0.7423 -3.7687 -1.4653
C 0.8992 -2.7537 -0.5044
H 3.1445 1.0173 3.6901
H 4.0511 -1.2575 4.1844
H 3.5236 -3.0996 2.6298
H 1.5310 1.2500 1.8175
H 3.8476 -4.0149 0.7729
H 3.4746 -5.7020 -0.9666
H 1.4691 -5.5600 -2.4071
H -0.1249 -3.7301 -2.1188
S -0.0972 0.7320 -2.1297
C -1.7345 1.1361 -2.4385
C -2.2886 0.8847 -3.7108
C -3.5981 1.2014 -3.9603
C -4.3565 1.8009 -2.9508
C -3.7322 2.0459 -1.7458
N -2.4736 1.7348 -1.4849
H -1.6526 0.4263 -4.4548
H -4.0429 0.9781 -4.9231
H -5.3934 2.0638 -3.1057
H -4.2683 2.5259 -0.9287

Computed properties:
LUMO energy in eV: 2.7
HOMO energy in eV: -3.380
Net charge: -1

=====

3.
Entry from OMol25: a molecular structure, C36H76N5NiO7 at a distorted geometry (ωB97M-V/def2-TZVPD).

Element x y z (Å)
Ni -19.0230 -11.0051 17.8601
N -20.5324 -8.2922 17.8769
O -21.6854 -8.0979 17.4877
O -19.8987 -9.0446 17.2449
O -20.0980 -7.8433 18.9389
C -22.6079 -7.8994 10.7162
C -21.3775 -7.4025 11.4873
C -20.8944 -6.1790 10.5475
C -19.9593 -5.2657 11.2589
C -20.5356 -4.6912 12.6273
C -20.9472 -5.9319 13.5902
N -21.9266 -6.7719 12.8069
O -22.4249 -7.7996 13.5577
C -19.6651 -6.6793 14.0879
C -21.6768 -5.3396 14.8894
C -20.2806 -8.4287 11.5182
H -22.9780 -8.8356 11.1340
H -22.2890 -7.9275 9.6743
H -23.5214 -7.3058 10.6827
H -20.3167 -6.5897 9.7194
H -21.7827 -5.6631 10.1830
H -19.5369 -4.4128 10.7277
H -18.9974 -5.7552 11.4117
H -21.3183 -3.9467 12.4820
H -19.7188 -4.1716 13.1283
H -18.8192 -6.7504 13.4040
H -19.2999 -6.1059 14.9399
H -19.8972 -7.6389 14.5498
H -21.2152 -4.6073 15.5518
H -22.5354 -4.7764 14.5237
H -22.0304 -6.0456 15.6409
H -20.2572 -9.0706 10.6376
H -20.5958 -9.1894 12.2324
H -19.3543 -8.1222 12.0041
H -23.3492 -7.5627 13.4523
C -24.7411 -7.1739 16.7278
C -26.1496 -7.7080 16.9637
C -27.0216 -7.0426 15.8347
C -28.5052 -7.5720 15.9080
C -28.5324 -9.0994 15.8610
C -27.6336 -9.8930 16.8164
N -26.2208 -9.1711 16.8946
O -25.3173 -9.7088 17.8017
C -28.3618 -10.0311 18.1965
C -27.3569 -11.2574 16.0352
C -26.6080 -7.1540 18.3023
H -24.7482 -6.0840 16.7125
H -24.1869 -7.4427 15.8285
H -24.0409 -7.2870 17.5554
H -27.0515 -5.9531 15.8394
H -26.6615 -7.2546 14.8279
H -28.9708 -7.2677 14.9706
H -29.0212 -7.0919 16.7394
H -28.4351 -9.4688 14.8401
H -29.5622 -9.3550 16.1105
H -29.2205 -9.3878 18.3884
H -28.6747 -11.0318 18.4944
H -27.6632 -9.8862 19.0206
H -28.1578 -11.9850 16.1672
H -27.1569 -11.1277 14.9716
H -26.5220 -11.7979 16.4811
H -27.6633 -7.2619 18.5529
H -26.3679 -6.1135 18.5210
H -26.1862 -7.7021 19.1447
H -25.5725 -9.5205 18.7078
C -24.1726 -3.9790 20.1548
C -22.9409 -3.0290 19.9021
C -22.6335 -2.1594 21.0936
C -21.4217 -1.3422 21.0587
C -20.2131 -2.1650 20.7536
C -20.3656 -3.4114 19.6645
N -21.7581 -3.8636 19.5618
O -22.0379 -4.6257 18.4146
C -20.0148 -2.7649 18.2364
C -19.4548 -4.5765 20.0499
C -23.4347 -2.0059 18.7540
H -25.0613 -3.4059 20.4192
H -23.9205 -4.8119 20.8110
H -24.4669 -4.4894 19.2378
H -23.4500 -1.4520 21.2390
H -22.6581 -2.6907 22.0450
H -21.2912 -0.8563 22.0256
H -21.6199 -0.4922 20.4058
H -19.8152 -2.5752 21.6818
H -19.4018 -1.5723 20.3309
H -18.9853 -2.4078 18.2624
H -19.9549 -3.6435 17.5941
H -20.6312 -1.9077 17.9653
H -19.3373 -5.2110 19.1715
H -18.4321 -4.2971 20.3030
H -19.8158 -5.1857 20.8785
H -24.3852 -1.4772 18.8249
H -23.5477 -2.5119 17.7952
H -22.8537 -1.0880 18.6647
H -22.0542 -5.5100 18.7881
C -17.3444 -9.7559 20.3305
C -16.8617 -11.2412 20.2962
C -17.6391 -11.9174 21.4976
C -17.4015 -13.4240 21.5274
C -17.9833 -14.0189 20.2116
C -17.2666 -13.3891 18.9704
N -17.2675 -11.9549 18.9612
O -16.6838 -11.4156 17.9689
C -15.8250 -14.0867 18.7631
C -18.0733 -13.9591 17.7486
C -15.3311 -11.2310 20.6359
H -18.2724 -9.8615 19.7685
H -16.7706 -9.0682 19.7092
H -17.5810 -9.1540 21.2079
H -17.2655 -11.5163 22.4397
H -18.6873 -11.6190 21.4817
H -17.6998 -13.9368 22.4419
H -16.3478 -13.6183 21.7279
H -19.0437 -13.7745 20.1503
H -17.9596 -15.0979 20.0589
H -15.3965 -14.1738 17.7646
H -15.1669 -13.5362 19.4354
H -15.8264 -15.0986 19.1682
H -19.0556 -13.5194 17.9216
H -17.6640 -13.5943 16.8065
H -17.9893 -15.0438 17.6820
H -14.9745 -12.1499 21.1013
H -15.4060 -10.5204 21.4590
H -14.6687 -10.7949 19.8882
H -15.7474 -11.4084 18.1808

Computed properties:
LUMO energy (alpha / beta) in eV: -2.0 / -6.1
HOMO energy (alpha / beta) in eV: -9.795 / -9.795
Net charge: +1
<S²>: 2.007
Multiplicity: 3

=====

4.
Entry from OMol25: a molecular structure, C25H45N2P3PtSe2 at a distorted geometry (ωB97M-V/def2-TZVPD).

Element x y z (Å)
Pt -0.0430 -0.2268 -0.4520
P 0.2864 1.6619 1.1467
P -2.3252 0.0841 -0.6184
P 2.1578 -0.6510 -0.7179
H -1.4176 -2.8399 -5.3267
C -0.7018 -3.5563 -4.8671
C -0.5100 -3.5727 -3.5287
H -1.1019 -2.9131 -2.8892
C 0.4453 3.1869 0.1669
C -1.0448 1.9973 2.3650
C 1.7748 1.6442 2.2100
C -2.9572 -0.9721 -1.9449
C -3.3577 -0.2583 0.8486
C -2.7264 1.7807 -1.1112
C 2.3109 -1.8317 -2.0769
C 3.0454 -1.3348 0.7047
C 3.0919 0.8299 -1.1855
H -0.1996 -4.2691 -5.5479
H 0.1932 -4.3466 -3.1676
H 0.5209 4.0174 0.8901
H -0.4335 3.3220 -0.4878
H 1.3653 3.1257 -0.4407
H -0.6959 2.8816 2.9228
H -1.1667 1.1558 3.0678
H -2.0091 2.2210 1.8840
H 1.6765 2.5483 2.8278
H 2.7243 1.6696 1.6578
H 1.7556 0.7724 2.8744
H -4.0345 -0.8867 -2.1522
H -2.7186 -1.9951 -1.6289
H -2.3906 -0.7345 -2.8533
H -4.4320 -0.2081 0.6276
H -3.1601 0.4147 1.6900
H -3.0964 -1.2732 1.1776
H -3.7897 1.7908 -1.4036
H -2.0916 2.0926 -1.9574
H -2.5642 2.4505 -0.2506
H 3.3365 -2.0706 -2.3976
H 1.7571 -1.4007 -2.9191
H 1.7836 -2.7409 -1.7584
H 3.9930 -1.7906 0.3974
H 2.4059 -2.1061 1.1476
H 3.2836 -0.6037 1.4857
H 4.0843 0.5145 -1.5440
H 3.2100 1.4893 -0.3131
H 2.5574 1.3669 -1.9816
C 0.1258 1.7266 -5.1687
C -0.1266 0.4485 -4.6742
C 0.2280 -0.6555 -5.4350
C 0.7709 -0.5126 -6.7151
C 1.0115 0.7718 -7.2264
C 0.6354 1.8969 -6.4690
Se -0.1183 3.2691 -4.0404
H 1.3134 3.3350 -3.7293
H -0.5261 0.3155 -3.6748
H 0.0371 -1.6299 -5.0241
H 1.0053 -1.3680 -7.3572
H 1.4835 0.9086 -8.2146
H 0.7629 2.9244 -6.8202
C -2.4636 -1.6511 4.2460
N -1.0424 -1.2951 4.3290
C -0.1367 -1.3192 3.3120
Se -0.4772 -1.9017 1.5009
N 1.0730 -0.9798 3.8748
C 0.9331 -0.6996 5.2364
C 1.7713 0.1005 6.0202
C 1.1658 0.6977 7.1372
C -0.1974 0.5432 7.4355
C -0.9892 -0.2426 6.6038
C -0.4113 -0.8647 5.5168
H -2.6411 -2.4800 3.5516
H -3.0473 -0.7778 3.9169
H -2.7696 -1.9700 5.2492
H 1.9436 -1.1591 3.3765
H 2.7841 0.2870 5.6739
H 1.7652 1.2761 7.8235
H -0.6079 0.9363 8.3765
H -2.0469 -0.3661 6.7982

Computed properties:
LUMO energy (alpha / beta) in eV: -10.5 / -14.7
HOMO energy (alpha / beta) in eV: -18.686 / -19.146
Net charge: +4
<S²>: 6.044
Multiplicity: 5

=====

5.
Entry from OMol25: a molecular structure, C8H10N2O3V at a distorted geometry (ωB97M-V/def2-TZVPD).

Element x y z (Å)
C 0.1249 -1.2552 -1.4613
C -1.1919 -1.2843 -0.8998
C -1.1187 -1.9727 0.3502
C 0.2325 -2.3272 0.5984
C 1.0164 -1.9161 -0.5317
V 0.2205 -0.0045 0.4042
C -1.2063 1.7600 -0.5796
C -0.1819 2.2854 -1.3565
C 0.6481 2.6238 -2.2380
N 1.8141 0.5248 0.4343
H -1.9896 -2.2460 0.9805
H -2.1021 -0.9357 -1.3799
H 0.6012 -2.9215 1.4424
H 2.0623 -2.1070 -0.6848
H 0.3914 -0.9060 -2.4435
H -1.9775 1.4223 -1.1355
H 2.4721 1.1262 -0.4248
H -1.3123 2.1239 0.4339
H 0.0559 3.2558 -3.1374
H 1.8549 2.6385 -2.3822
O 0.0045 1.0641 4.1888
N -0.0650 0.1398 3.6049
O 0.0998 -1.1927 4.0846
O -0.4533 0.1043 2.1328

Computed properties:
LUMO energy (alpha / beta) in eV: 3.5 / 3.4
HOMO energy (alpha / beta) in eV: -1.718 / -4.604
Net charge: -1
<S²>: 2.059
Multiplicity: 3

=====

6.
Entry from OMol25: 2 unconnected molecules or ions with the total composition C2H3BrN2S at a distorted geometry (ωB97M-V/def2-TZVPD).

Element x y z (Å)
S 1.6962 -1.8530 1.3270
N 1.2540 -0.5078 0.7605
N 0.5001 0.4865 1.1213
Br -0.0851 0.5181 2.7851
H 1.5018 -0.5505 -0.2066
C -1.2857 0.6906 -0.8907
C -1.0969 0.2613 -2.0000
H -1.3993 1.1477 0.0253
H -1.0853 -0.1928 -2.9218

Computed properties:
LUMO energy (alpha / beta) in eV: -0.7 / -0.7
HOMO energy (alpha / beta) in eV: -9.075 / -9.076

=====

7.
Entry from OMol25: a molecular structure, C20H16ClN6O8RbS2 at a distorted geometry (ωB97M-V/def2-TZVPD).

Element x y z (Å)
Rb 2.0266 -0.7579 -0.7726
O -0.2316 3.9651 3.7505
C -0.5174 2.7735 4.2116
O -1.0249 2.6103 5.3060
C -0.2149 1.6125 3.3370
C -0.4914 0.2902 3.6540
Cl -1.2294 -0.3161 5.0513
N -0.1151 -0.4869 2.6158
N 0.3985 0.2626 1.6445
C 0.3749 1.5177 2.0430
C 0.9407 2.5862 1.1237
O 0.7454 3.7896 1.4536
O 1.5370 2.2078 0.1168
C -0.2246 -1.8769 2.4517
C -0.0267 -2.7563 3.5088
C -0.1396 -4.1159 3.2830
C -0.4046 -4.6081 2.0162
C -0.5709 -3.7257 0.9622
C -0.5007 -2.3633 1.1787
H 0.1926 3.9338 2.7701
H 0.2372 -2.3970 4.4909
H -0.0057 -4.7957 4.1122
H -0.4598 -5.6753 1.8501
H -0.7642 -4.0856 -0.0360
H -0.6597 -1.6754 0.3621
S -0.3336 -3.0922 -3.3458
C -1.5822 -2.1102 -2.7792
C -2.9084 -2.3091 -3.2449
C -3.9151 -1.5014 -2.7959
C -3.6179 -0.4957 -1.8697
C -2.3043 -0.3763 -1.4581
N -1.3096 -1.1304 -1.8902
H -3.0830 -3.1026 -3.9587
H -4.9332 -1.6365 -3.1475
H -4.3855 0.1562 -1.4780
H -2.0257 0.3856 -0.7355
O 2.7717 -1.3035 2.5022
N 3.1561 -1.6348 1.4007
O 2.8184 -2.6403 0.8358
C 2.5293 3.8654 -2.4318
N 1.3777 3.1616 -2.9078
C 0.2060 3.0275 -2.2067
C -0.5688 2.1409 -2.8641
N 0.1342 1.7336 -3.9760
C 1.3465 2.3485 -3.9927
S 2.4943 2.2153 -5.1800
H 2.4096 4.9399 -2.5850
H 3.3984 3.5106 -2.9847
H 2.6453 3.6514 -1.3685
H 0.0389 3.5737 -1.3024
H -1.5412 1.7627 -2.6338
H -0.1129 0.9733 -4.5863
O 4.4315 -1.2117 -0.3638
O 3.9919 -0.8148 0.8628

Computed properties:
LUMO energy in eV: 4.1
HOMO energy in eV: -2.117
Net charge: -2

=====

| no. | E_tot (eV) |
| --- | --- |
| 1 | -114164.27068 |
| 2 | -55300.44606 |
| 3 | -101369.04967 |
| 4 | -191399.74187 |
| 5 | -43259.20911 |
| 6 | -85974.88389 |
| 7 | -81166.82411 |